1:
Here is the molecule C7H12 from the Open Molecules 2025 dataset. Energies are from the ωB97M-V functional and the def2-TZVPD basis.

HOMO-LUMO gap, Eh: 0.3442

Each line ends with the Löwdin charge.
Atoms and positions in Å:
C 1.458 -0.059 -2.968  0.00
C 0.877 -0.400 -1.808  -0.19
C 0.873 0.428 -0.612  -0.09
C 0.333 0.164 0.585  -0.30
C 0.519 1.107 1.727  -0.06
C -0.646 -0.987 0.794  -0.21
C -2.066 -0.455 0.891  -0.10
H 1.634 -0.844 -3.687  0.05
H 1.661 0.989 -3.161  0.06
H 0.466 -1.407 -1.772  0.09
H 1.420 1.360 -0.726  0.11
H 0.691 2.145 1.440  0.08
H 1.337 0.823 2.389  0.08
H -0.396 1.157 2.324  0.07
H -0.306 -1.415 1.740  0.11
H -0.542 -1.694 -0.021  0.09
H -2.271 0.279 0.113  0.08
H -2.238 0.065 1.837  0.06
H -2.803 -1.258 0.916  0.07

***

2:
Here is a structure of composition C7H12 from the Open Molecules 2025 dataset. Energies are from the ωB97M-V functional and the def2-TZVPD basis.

HOMO-LUMO gap, Eh: 0.3241

Each line ends with the Löwdin charge.
Atoms and positions in Å:
C 2.554 1.259 -0.613  -0.01
C 0.432 0.606 -0.795  -0.10
C 0.381 -0.883 -0.518  -0.14
C -0.869 -0.463 0.270  -0.46
C -2.278 -0.695 -0.169  -0.09
C -1.780 -1.279 1.129  -0.08
C -0.238 0.913 0.528  -0.14
H 3.234 0.993 -1.427  0.05
H 2.713 0.620 0.254  0.04
H 2.638 2.316 -0.352  0.05
H 1.469 1.216 -1.225  0.00
H 0.273 -1.551 -1.379  0.11
H 1.127 -1.290 0.182  0.11
H -2.446 -1.372 -1.003  0.10
H -2.970 0.142 -0.122  0.10
H -1.610 -2.352 1.176  0.10
H -2.135 -0.838 2.058  0.10
H 0.388 0.859 1.432  0.12
H -0.882 1.798 0.572  0.11

***

3:
Here is a structure of composition C7H12 from the Open Molecules 2025 dataset. Energies are from the ωB97M-V functional and the def2-TZVPD basis.

HOMO-LUMO gap, Eh: 0.3637

Each line ends with the Löwdin charge.
Atoms and positions in Å:
C 1.928 -0.467 0.542  -0.07
C 0.705 -0.985 0.793  -0.05
C 1.984 0.705 -0.368  -0.23
C 0.623 0.989 -0.947  -0.02
C -0.424 -0.268 0.120  -0.40
C -1.338 0.463 1.087  -0.09
C -1.426 -1.138 -0.650  -0.05
H 2.772 -0.847 0.941  0.06
H 0.619 -1.756 1.442  0.07
H 2.369 1.607 0.052  0.09
H 2.753 0.691 -1.162  0.11
H 0.082 1.902 -0.876  0.07
H 0.340 0.782 -1.938  0.06
H -1.712 -0.358 1.656  0.07
H -1.996 1.132 0.549  0.07
H -0.708 1.237 1.715  0.12
H -2.019 -1.672 -0.030  0.05
H -0.882 -1.767 -1.303  0.08
H -1.964 -0.566 -1.264  0.04

***

The most stable of them is 1.

***

1:
Here is the molecule C7H12 from the Open Molecules 2025 dataset. Energies are from the ωB97M-V functional and the def2-TZVPD basis.

HOMO-LUMO gap, Eh: 0.3808

Each line ends with the Löwdin charge.
Atoms and positions in Å:
C 3.555 0.030 1.209  -0.11
C 2.572 -0.339 0.190  -0.09
C 1.690 -0.607 -0.588  -0.06
C 0.383 -0.747 -1.244  -0.21
C -0.610 -0.045 -0.309  -0.26
C -2.082 -0.008 -0.697  -0.26
C -2.852 0.718 0.422  -0.11
H 3.036 0.483 2.062  0.08
H 4.276 0.761 0.832  0.07
H 4.104 -0.842 1.577  0.07
H 0.118 -1.803 -1.382  0.11
H 0.381 -0.284 -2.239  0.11
H -0.522 -0.514 0.680  0.12
H -0.265 0.989 -0.180  0.12
H -2.468 -1.025 -0.841  0.11
H -2.205 0.508 -1.658  0.10
H -3.420 0.021 1.046  0.07
H -2.145 1.234 1.085  0.07
H -3.547 1.469 0.038  0.07

***

2:
Here is the molecule C7H12 from the Open Molecules 2025 dataset. Energies are from the ωB97M-V functional and the def2-TZVPD basis.

HOMO-LUMO gap, Eh: 0.3921

Each line ends with the Löwdin charge.
Atoms and positions in Å:
C -1.825 0.081 0.702  -0.06
C -1.208 -0.541 -0.530  -0.24
C -0.027 -0.032 -1.309  -0.22
C 0.756 1.149 -0.771  -0.15
C 1.162 0.768 0.667  -0.19
C 1.125 -0.770 0.688  -0.16
C 0.146 -1.214 -0.395  -0.21
H -1.921 1.167 0.680  0.08
H -2.814 -0.337 0.899  0.07
H -1.215 -0.170 1.569  0.07
H -1.931 -1.048 -1.172  0.13
H -0.025 -0.197 -2.381  0.13
H 1.648 1.302 -1.386  0.11
H 0.174 2.077 -0.808  0.11
H 2.165 1.126 0.913  0.10
H 0.485 1.216 1.402  0.09
H 0.999 -1.202 1.690  0.11
H 2.080 -1.131 0.286  0.11
H 0.227 -2.242 -0.743  0.13

***

The most stable of them is 2.

***

1:
Here is the molecule C7H12 from the Open Molecules 2025 dataset. Energies are from the ωB97M-V functional and the def2-TZVPD basis.

HOMO-LUMO gap, Eh: 0.3701

Each line ends with the Löwdin charge.
Atoms and positions in Å:
C 0.783 1.278 -1.232  0.03
C 0.825 0.390 -0.248  -0.31
C 2.086 -0.318 0.148  -0.07
C -0.488 0.066 0.628  -0.28
C -0.352 0.330 2.088  -0.06
C -1.447 -0.507 -0.040  -0.16
C -1.669 -0.864 -1.461  -0.10
H 1.679 1.612 -1.738  0.06
H -0.129 1.788 -1.500  0.06
H 1.932 -1.398 0.150  0.08
H 2.900 -0.084 -0.538  0.07
H 2.398 -0.024 1.151  0.07
H -1.306 0.176 2.587  0.07
H 0.388 -0.338 2.530  0.08
H -0.025 1.356 2.254  0.09
H -2.367 -0.598 0.691  0.14
H -2.263 -0.100 -1.963  0.08
H -2.221 -1.803 -1.519  0.07
H -0.723 -0.963 -1.988  0.07

***

2:
Here is the molecule C7H12 from the Open Molecules 2025 dataset. Energies are from the ωB97M-V functional and the def2-TZVPD basis.

HOMO-LUMO gap, Eh: 0.3624

Each line ends with the Löwdin charge.
Atoms and positions in Å:
C -0.963 -1.507 -1.959  -0.06
C -0.222 -0.823 -0.851  -0.31
C 1.097 -0.677 -0.732  -0.06
C 1.501 0.016 0.540  -0.16
C 0.156 0.444 1.191  -0.35
C 0.015 1.963 1.260  -0.09
C -0.952 -0.209 0.321  -0.13
H -1.611 -0.805 -2.499  0.08
H -1.614 -2.298 -1.563  0.08
H -0.276 -1.964 -2.679  0.07
H 1.821 -1.037 -1.460  0.11
H 2.071 -0.660 1.189  0.11
H 2.150 0.883 0.354  0.11
H 0.101 0.049 2.211  0.13
H 0.045 2.399 0.253  0.09
H -0.934 2.257 1.725  0.08
H 0.828 2.409 1.845  0.08
H -1.519 -0.972 0.874  0.12
H -1.693 0.531 -0.018  0.12

***

3:
Here is the molecule C7H12 from the Open Molecules 2025 dataset. Energies are from the ωB97M-V functional and the def2-TZVPD basis.

HOMO-LUMO gap, Eh: 0.3744

Each line ends with the Löwdin charge.
Atoms and positions in Å:
C 2.990 -1.027 1.106  -0.11
C 2.117 -0.849 -0.104  -0.17
C 1.509 0.223 -0.538  -0.06
C 0.653 1.109 -0.974  -0.11
C -0.729 1.168 -0.346  -0.22
C -1.480 -0.165 -0.443  -0.28
C -2.854 -0.103 0.214  -0.12
H 3.464 -0.098 1.429  0.07
H 3.765 -1.774 0.912  0.07
H 2.380 -1.402 1.937  0.07
H 1.882 -1.751 -0.667  0.11
H 0.893 1.759 -1.811  0.10
H -0.628 1.441 0.712  0.11
H -1.320 1.964 -0.812  0.11
H -0.876 -0.948 0.032  0.10
H -1.576 -0.456 -1.497  0.11
H -2.764 0.130 1.281  0.07
H -3.473 0.676 -0.245  0.07
H -3.389 -1.054 0.123  0.07

***

4:
Here is the molecule C7H12 from the Open Molecules 2025 dataset. Energies are from the ωB97M-V functional and the def2-TZVPD basis.

HOMO-LUMO gap, Eh: 0.3627

Each line ends with the Löwdin charge.
Atoms and positions in Å:
C -0.717 1.424 -0.057  -0.10
C 0.683 1.362 -0.018  -0.16
C 1.862 0.362 0.024  -0.20
C 1.569 -1.193 -0.074  -0.15
C 0.019 -0.971 -0.047  -0.25
C -1.507 -1.242 0.017  -0.13
C -1.874 0.348 -0.017  -0.17
H -1.099 2.520 -0.093  0.12
H 1.150 2.358 0.025  0.09
H 2.633 0.670 -0.759  0.12
H 2.397 0.651 0.982  0.12
H 1.863 -1.704 -0.975  0.08
H 1.959 -1.694 0.833  0.10
H -0.007 -0.347 -0.914  0.07
H 0.081 -0.355 0.873  0.09
H -2.073 -1.673 -0.741  0.06
H -1.914 -1.651 0.971  0.10
H -2.456 0.631 0.838  0.08
H -2.570 0.504 -0.869  0.10

***

The most stable of them is 2.

***

1:
Here is the molecule C7H12 from the Open Molecules 2025 dataset. Energies are from the ωB97M-V functional and the def2-TZVPD basis.

HOMO-LUMO gap (alpha / beta), Eh: 0.3133 / 0.2981

Each line ends with the Löwdin charge.
Atoms and positions in Å:
C -2.626 -0.143 -0.096  -0.12
C -1.209 -0.584 -0.290  -0.16
C -0.207 0.317 -0.930  -0.17
C 0.880 0.278 0.143  -0.54
C 1.821 -0.899 -0.003  -0.10
C 2.347 0.511 -0.080  -0.08
C 0.146 0.477 1.385  0.09
H -3.201 0.001 -1.028  0.08
H -2.631 0.834 0.409  0.07
H -3.178 -0.859 0.520  0.07
H -1.044 -1.653 -0.439  0.11
H 0.211 -0.026 -1.883  0.12
H -0.605 1.331 -1.062  0.12
H 1.749 -1.479 -0.924  0.10
H 2.045 -1.490 0.882  0.10
H 2.647 0.881 -1.055  0.10
H 2.963 0.866 0.742  0.10
H -0.836 0.900 1.425  0.03
H 0.729 0.737 2.284  0.07

***

2:
Here is the molecule C7H12 from the Open Molecules 2025 dataset. Energies are from the ωB97M-V functional and the def2-TZVPD basis.

HOMO-LUMO gap, Eh: 0.3542

Each line ends with the Löwdin charge.
Atoms and positions in Å:
C -2.469 2.271 0.160  -0.14
C -1.506 1.238 0.590  -0.23
C -1.482 0.079 -0.071  -0.17
C -0.476 -0.877 0.339  -0.14
C 0.769 -0.510 0.117  -0.15
C 1.955 -1.439 0.148  -0.25
C 2.861 -0.977 -1.048  -0.12
H -3.183 2.363 1.015  0.08
H -3.201 1.913 -0.676  0.10
H -1.668 2.994 -0.139  0.09
H -0.692 1.631 1.265  0.13
H -2.335 -0.232 -0.755  0.13
H -1.047 -1.672 0.890  0.14
H 1.042 0.454 -0.178  0.08
H 2.416 -1.303 1.159  0.11
H 1.616 -2.448 0.192  0.09
H 2.756 0.143 -1.246  0.07
H 3.992 -1.110 -0.957  0.08
H 2.394 -1.439 -1.974  0.08

***

3:
Here is the molecule C7H12 from the Open Molecules 2025 dataset. Energies are from the ωB97M-V functional and the def2-TZVPD basis.

HOMO-LUMO gap, Eh: 0.3655

Each line ends with the Löwdin charge.
Atoms and positions in Å:
C 1.124 -1.719 -1.398  -0.09
C -0.366 -1.382 -1.230  -0.20
C -0.597 -0.609 0.001  -0.17
C -1.111 -0.502 1.198  0.08
C -0.345 0.695 0.703  -0.47
C -1.101 1.942 0.278  -0.05
C 1.029 0.994 1.277  -0.06
H 1.282 -2.264 -2.328  0.07
H 1.722 -0.818 -1.415  0.07
H 1.449 -2.338 -0.573  0.07
H -0.697 -0.786 -2.089  0.12
H -0.955 -2.304 -1.201  0.11
H -1.686 -0.904 1.996  0.09
H -2.125 1.696 0.010  0.08
H -1.120 2.673 1.086  0.07
H -0.622 2.408 -0.584  0.07
H 1.563 0.073 1.497  0.08
H 1.620 1.580 0.574  0.07
H 0.937 1.567 2.199  0.07

***

4:
Here is a cluster of 3 separate species, C7H12 in total from the Open Molecules 2025 dataset. Energies are from the ωB97M-V functional and the def2-TZVPD basis.

HOMO-LUMO gap (alpha / beta), Eh: 0.2292 / 0.3335

Each line ends with the Löwdin charge.
Atoms and positions in Å:
C 0.607 -0.688 2.959  -0.02
C 0.154 0.505 2.336  -0.28
C 0.081 0.153 0.737  -0.20
C -0.427 1.399 -0.033  -0.22
C -0.477 1.017 -1.422  -0.06
C -0.436 0.415 -2.476  -0.19
C -0.298 -0.531 -3.515  -0.10
H -0.069 -1.515 3.151  0.05
H 0.577 -2.408 -0.767  0.11
H 1.650 -0.827 3.229  0.05
H -0.871 0.794 2.596  0.11
H 0.837 1.353 2.436  0.11
H -0.586 -0.701 0.621  0.08
H 1.077 -0.148 0.416  0.09
H -1.420 1.676 0.338  0.12
H 0.257 2.238 0.127  0.12
H 0.106 -1.788 -2.403  0.12
H 0.473 -0.238 -4.256  0.06
H -1.235 -0.705 -4.075  0.06

***

The most stable of them is 3.

***

1:
Here is the molecule C7H12 from the Open Molecules 2025 dataset. Energies are from the ωB97M-V functional and the def2-TZVPD basis.

HOMO-LUMO gap, Eh: 0.3946

Each line ends with the Löwdin charge.
Atoms and positions in Å:
C 2.264 0.501 -0.812  -0.11
C 1.183 -0.575 -0.623  -0.22
C 0.256 -0.371 0.588  -0.27
C -0.427 1.019 0.795  -0.11
C -1.795 0.346 0.802  -0.22
C -2.011 -0.404 -0.474  -0.09
C -1.149 -1.011 0.591  -0.19
H 2.891 0.277 -1.684  0.07
H 2.933 0.566 0.054  0.07
H 1.844 1.501 -0.975  0.06
H 0.580 -0.640 -1.538  0.10
H 1.682 -1.548 -0.526  0.11
H 0.788 -0.658 1.503  0.14
H -0.274 1.765 0.007  0.10
H -0.165 1.463 1.760  0.11
H -2.615 0.616 1.461  0.13
H -2.989 -0.863 -0.605  0.10
H -1.565 -0.041 -1.400  0.10
H -1.433 -1.943 1.075  0.13

***

2:
Here is the molecule C7H12 from the Open Molecules 2025 dataset. Energies are from the ωB97M-V functional and the def2-TZVPD basis.

HOMO-LUMO gap, Eh: 0.3801

Each line ends with the Löwdin charge.
Atoms and positions in Å:
C -2.320 -0.483 -0.093  -0.08
C -1.218 0.577 -0.001  -0.36
C -0.472 0.759 -1.304  -0.07
C 0.845 0.652 -1.167  -0.07
C 1.268 0.382 0.259  -0.37
C 2.182 -0.835 0.404  -0.08
C -0.086 0.207 0.996  -0.12
H -1.906 -1.435 -0.447  0.08
H -2.796 -0.654 0.881  0.08
H -3.106 -0.185 -0.797  0.07
H -1.682 1.532 0.290  0.13
H -0.991 0.950 -2.242  0.11
H 1.570 0.754 -1.973  0.11
H 1.805 1.259 0.651  0.13
H 1.690 -1.728 0.001  0.08
H 2.415 -1.024 1.459  0.08
H 3.130 -0.701 -0.130  0.07
H -0.130 0.812 1.906  0.11
H -0.197 -0.840 1.307  0.11

***

The most stable of them is 2.

***

1:
Here is a cluster of 2 separate species, C2H10NO in total from the Open Molecules 2025 dataset. Energies are from the ωB97M-V functional and the def2-TZVPD basis.

HOMO-LUMO gap, Eh: 0.4821
Total charge: +1

Each line ends with the Löwdin charge.
Atoms and positions in Å:
C -0.280 1.801 0.659  -0.05
C 0.284 0.471 -0.003  -0.22
N -0.741 -0.415 -0.552  0.12
H 0.552 2.288 1.195  0.09
H -1.052 1.514 1.392  0.08
H -0.717 2.527 -0.047  0.08
H 0.855 -0.092 0.760  0.12
H 0.993 0.779 -0.795  0.14
H -1.316 0.135 -1.222  0.19
H -1.375 -0.812 0.171  0.19
H -0.300 -1.202 -1.068  0.11
O 0.853 -2.064 -0.403  -0.06
H 0.860 -2.080 0.581  0.10
H 1.384 -2.849 -0.667  0.12

***

2:
Here is a cluster of 2 separate species, C2H10NO in total from the Open Molecules 2025 dataset. Energies are from the ωB97M-V functional and the def2-TZVPD basis.

HOMO-LUMO gap, Eh: 0.4248
Total charge: +1

Each line ends with the Löwdin charge.
Atoms and positions in Å:
N 1.666 1.368 -0.003  0.29
H 2.453 1.002 -0.537  0.15
H 0.773 0.835 -0.286  0.08
H 1.528 2.373 -0.136  0.15
H 1.884 1.188 0.991  0.16
C -1.323 -0.713 -0.394  -0.24
O -0.554 0.338 -1.060  -0.11
C -0.688 -1.059 0.930  -0.08
H -1.368 -1.574 -1.058  0.12
H -2.336 -0.332 -0.257  0.12
H -0.426 0.055 -1.977  0.12
H -0.698 -0.201 1.605  0.08
H 0.330 -1.418 0.782  0.08
H -1.241 -1.860 1.401  0.09

***

The most stable of them is 2.

***

1:
Here is a cluster of 2 separate species, C2H10NO in total from the Open Molecules 2025 dataset. Energies are from the ωB97M-V functional and the def2-TZVPD basis.

HOMO-LUMO gap, Eh: 0.4696
Total charge: +1

Each line ends with the Löwdin charge.
Atoms and positions in Å:
O 0.377 2.110 -0.781  -0.06
H -0.175 2.903 -0.633  0.08
H 0.771 -0.018 -0.347  0.13
H 1.143 2.372 -1.305  0.07
C 0.585 -1.816 0.525  -0.03
N 0.018 -0.674 -0.185  -0.08
C -1.091 -0.011 0.539  -0.03
H 0.810 -1.451 1.522  0.10
H -0.142 -2.624 0.614  0.11
H 1.563 -2.230 0.148  0.13
H -0.346 -0.995 -1.220  0.26
H -1.886 -0.603 0.944  0.11
H -1.324 0.908 -0.065  0.10
H -0.579 0.583 1.288  0.10

***

2:
Here is a cluster of 2 separate species, C2H10NO in total from the Open Molecules 2025 dataset. Energies are from the ωB97M-V functional and the def2-TZVPD basis.

HOMO-LUMO gap, Eh: 0.4228
Total charge: +1

Each line ends with the Löwdin charge.
Atoms and positions in Å:
N 0.245 1.879 -1.174  0.28
H -0.681 2.313 -1.138  0.15
H 0.104 0.802 -1.074  0.08
H 0.621 2.018 -2.112  0.15
H 0.835 2.245 -0.415  0.16
C -0.665 -1.056 0.458  -0.23
O -0.205 -0.695 -0.873  -0.12
C 0.475 -0.943 1.493  -0.06
H -1.463 -0.376 0.722  0.11
H -1.054 -2.069 0.432  0.12
H -0.450 -1.342 -1.546  0.12
H 1.421 -0.734 1.014  0.07
H 0.249 -0.150 2.197  0.07
H 0.568 -1.891 2.017  0.08

***

3:
Here is a cluster of 2 separate species, C2H10NO in total from the Open Molecules 2025 dataset. Energies are from the ωB97M-V functional and the def2-TZVPD basis.

HOMO-LUMO gap, Eh: 0.4915
Total charge: +1

Each line ends with the Löwdin charge.
Atoms and positions in Å:
C 0.151 -0.671 -1.386  -0.01
C -1.509 0.267 0.214  -0.01
N -0.149 0.391 -0.384  -0.07
H 1.164 -0.543 -1.803  0.11
H -0.577 -0.629 -2.213  0.11
H 0.089 -1.666 -0.913  0.11
H -2.277 0.332 -0.575  0.11
H -1.610 -0.705 0.725  0.11
H -1.690 1.071 0.948  0.11
H 0.561 0.350 0.377  0.09
H -0.064 1.323 -0.843  0.19
O 1.702 0.191 1.654  -0.05
H 1.850 -0.573 2.256  0.10
H 2.359 0.864 1.942  0.10

***

The most stable of them is 3.